No. 1
DFT (wB97M-V/def2-TZVPD) results for C27H20F6GeIrNO4S2Te as an isolated structure in a non-equilibrium geometry.

CARTESIAN COORDINATES (ANGSTROEM)
Ir -1.635 -0.509 -1.505
F -3.551 -3.082 -5.249
C -3.353 -3.398 -3.951
F -2.234 -4.155 -3.929
F -4.371 -4.209 -3.600
S -3.196 -1.938 -2.738
O -2.890 -2.896 -1.666
O -4.525 -1.350 -2.908
N -2.015 -1.212 -3.740
S -2.271 0.317 -4.165
O -1.281 0.727 -5.125
O -2.550 1.226 -3.070
C -3.872 0.489 -5.161
F -4.337 -0.633 -5.700
F -4.833 1.070 -4.456
F -3.598 1.325 -6.190
Te -3.785 -0.266 0.009
C -3.373 1.207 1.485
C -2.781 2.434 1.163
C -2.651 3.441 2.109
C -3.098 3.246 3.413
C -3.673 2.029 3.753
C -3.807 1.024 2.800
H -2.435 2.594 0.148
H -2.202 4.387 1.829
H -2.991 4.029 4.155
H -4.017 1.855 4.768
H -4.266 0.081 3.073
C -0.236 -0.291 -0.561
Ge 1.476 -0.238 0.306
C 2.376 -1.953 0.674
C 3.551 -2.353 0.044
C 4.133 -3.585 0.326
C 3.536 -4.445 1.235
C 2.349 -4.071 1.854
C 1.778 -2.838 1.575
C 1.265 0.522 2.112
C 2.259 0.496 3.092
C 2.032 1.024 4.355
C 0.796 1.580 4.661
C -0.211 1.597 3.706
C 0.026 1.070 2.441
C 2.840 0.810 -0.630
C 4.098 1.012 -0.065
C 5.089 1.697 -0.755
C 4.830 2.199 -2.024
C 3.578 2.017 -2.595
C 2.590 1.326 -1.902
H 4.023 -1.694 -0.676
H 5.054 -3.875 -0.167
H 3.982 -5.409 1.448
H 1.867 -4.745 2.553
H 0.849 -2.551 2.055
H 3.221 0.042 2.874
H 2.814 0.996 5.106
H 0.613 1.990 5.649
H -1.184 2.009 3.941
H -0.768 1.058 1.702
H 4.309 0.618 0.923
H 6.067 1.836 -0.306
H 5.603 2.730 -2.568
H 3.372 2.410 -3.583
H 1.613 1.175 -2.350

The energy comes out at -142622.8771 eV. The value obtained for the highest occupied orbital energy is -0.7 eV. The total charge is -2. The calculation puts the frontier orbital gap at 4.945 eV. The energy above the lowest of the compared OMol25 structures with the same formula, charge and spin is 93.6 kJ/mol. The lowest unoccupied orbital energy is 4.24 eV.

No. 2
DFT (wB97M-V/def2-TZVPD) results for an isolated molecule of C2H4O2 in a non-equilibrium geometry.

CARTESIAN COORDINATES (ANGSTROEM)
C -0.591 0.315 0.048
C 0.948 0.148 -0.026
H -0.456 -1.549 -0.069
H -0.844 0.782 1.011
H -0.875 1.074 -0.671
H 1.562 1.083 -0.289
O -1.240 -0.935 -0.049
O 1.496 -0.917 0.044

The SMILES is O=CCO. The energy comes out at -6232.9016 eV. The value obtained for the highest occupied orbital energy is -10.6 eV. The calculation puts the frontier orbital gap at 11.476 eV. The energy above the lowest of the compared OMol25 structures with the same formula, charge and spin is 135.6 kJ/mol. The lowest unoccupied orbital energy is 0.91 eV.

No. 3
DFT (wB97M-V/def2-TZVPD) results for a 2-piece molecular cluster, C3HCl5O overall in a non-equilibrium geometry.

CARTESIAN COORDINATES (ANGSTROEM)
C -1.039 0.110 0.409
C -1.246 -0.846 1.524
C 2.688 -1.784 0.053
O -1.983 0.318 1.385
Cl -0.214 -0.904 2.900
Cl -2.160 -2.321 1.112
Cl 1.570 -2.334 -1.000
Cl 4.201 -1.579 -0.677
Cl 0.490 0.987 0.524
H -1.456 0.008 -0.534

The energy comes out at -67782.4652 eV. The value obtained for the highest occupied orbital energy is -9.5 eV. The calculation puts the frontier orbital gap at 8.511 eV. The energy above the lowest of the compared OMol25 structures with the same formula, charge and spin is 0.0 kJ/mol. The lowest unoccupied orbital energy is -0.94 eV.

No. 4
DFT (wB97M-V/def2-TZVPD) results for a 2-piece molecular cluster, C6H13NO2 overall in a non-equilibrium geometry.

CARTESIAN COORDINATES (ANGSTROEM)
C -0.093 -0.857 0.301
C 1.002 -1.531 -0.492
C -0.731 -1.783 1.309
C 0.870 1.348 -1.622
C 0.056 0.514 0.694
C 0.261 1.485 -0.265
N -0.369 0.936 1.967
O -1.464 -0.302 -0.975
O 0.004 2.763 0.140
H -2.074 -0.896 -1.436
H 0.103 3.363 -0.606
H -1.023 0.322 2.427
H -0.771 1.864 1.954
H 1.187 -2.556 -0.164
H 0.735 -1.603 -1.545
H 1.949 -1.002 -0.441
H -0.837 -2.779 0.877
H -0.116 -1.868 2.210
H -1.715 -1.414 1.597
H 1.963 1.335 -1.570
H 0.490 0.463 -2.120
H 0.573 2.200 -2.242

The energy comes out at -12015.4032 eV. The value obtained for the highest occupied orbital energy is -7.2 eV. The calculation puts the frontier orbital gap at 8.014 eV. The energy above the lowest of the compared OMol25 structures with the same formula, charge and spin is 320.5 kJ/mol. The lowest unoccupied orbital energy is 0.79 eV.

No. 5
DFT (wB97M-V/def2-TZVPD) results for ILi3 as an isolated structure in a non-equilibrium geometry.

CARTESIAN COORDINATES (ANGSTROEM)
Li 1.096 1.084 -1.249
Li -2.005 0.479 0.048
Li 1.050 -1.353 1.245
I -0.141 -0.210 -0.044

The energy comes out at -8699.6933 eV. The value obtained for the highest occupied orbital energy is -20.3 eV. The total charge is +2. The calculation puts the frontier orbital gap at 12.038 eV. The energy above the lowest of the compared OMol25 structures with the same formula, charge and spin is 311.6 kJ/mol. The lowest unoccupied orbital energy is -8.29 eV.

No. 6
DFT (wB97M-V/def2-TZVPD) results for an isolated molecule of C4H11N3 in a non-equilibrium geometry.

CARTESIAN COORDINATES (ANGSTROEM)
C 0.419 0.453 -0.485
C -0.787 -1.581 -0.183
C -1.875 0.611 0.438
N -0.440 -0.272 0.343
N 0.695 1.769 -0.020
C 1.916 -0.461 -0.344
N 2.549 -0.604 0.723
H 0.130 0.490 -1.550
H 1.234 2.331 -0.663
H 0.895 1.800 0.972
H 2.050 -0.207 1.525
H 2.361 -0.873 -1.253
H -1.143 -1.541 -1.223
H -1.581 -2.005 0.431
H 0.075 -2.244 -0.124
H -2.438 0.117 1.225
H -2.412 0.579 -0.515
H -1.649 1.639 0.702

The SMILES is [H]/N=C\[C@H](N)N(C)C. The energy comes out at -8794.6142 eV. The value obtained for the highest occupied orbital energy is -8.4 eV. The calculation puts the frontier orbital gap at 9.521 eV. The energy above the lowest of the compared OMol25 structures with the same formula, charge and spin is 289.9 kJ/mol. The lowest unoccupied orbital energy is 1.13 eV.